No. 1
One molecule with the formula C5H4O2, computed with the ωB97M-V functional and the def2-TZVPD basis.

```
11
Properties=species:S:1:pos:R:3:lowdin_charge:R:1
C 0.44 2.08 -2.06 0.097
C 0.21 1.24 -1.20 -0.074
C 0.15 0.14 -0.31 -0.356
C 0.95 -0.20 0.75 -0.080
C -0.84 -1.31 0.92 -0.195
H 0.85 3.11 -2.56 0.106
H 1.88 0.50 1.09 0.188
H -1.86 -0.83 1.32 0.183
H -0.72 -2.46 0.66 0.176
O 0.26 -0.91 1.66 -0.030
O -0.96 -0.59 -0.30 -0.014
```

As for the energy relative to the best compared isomer or geometry (same formula, charge and spin): 112.3 kcal per mole. As for the largest force on an atom: 5.76 eV/Å. For the LUMO energy, the calculation gives 0.0277 Eh. The gap between HOMO and LUMO is 8.6 eV.

No. 2
One molecule with the formula C5H4O2, computed with the ωB97M-V functional and the def2-TZVPD basis.

```
11
Properties=species:S:1:pos:R:3:lowdin_charge:R:1
O -0.01 2.78 -0.91 0.221
C -0.47 1.72 -0.84 -0.142
O 1.78 0.79 0.50 0.030
C 1.55 -0.37 0.78 -0.274
C 0.28 -1.05 0.59 -0.086
C -0.82 -0.62 -0.08 -0.100
C -1.14 0.57 -0.82 -0.078
H 2.34 -1.01 1.23 0.115
H 0.22 -2.05 1.02 0.091
H -1.65 -1.32 -0.08 0.106
H -2.07 0.56 -1.40 0.117
```

As for the energy relative to the best compared isomer or geometry (same formula, charge and spin): 27.6 kcal per mole. As for the largest force on an atom: 1.08 eV/Å. For the LUMO energy, the calculation gives -0.0006 Eh. The gap between HOMO and LUMO is 8.8 eV.

No. 3
One molecule with the formula C5H4O2, computed with the ωB97M-V functional and the def2-TZVPD basis.

```
11
Properties=species:S:1:pos:R:3:lowdin_charge:R:1
O 1.15 -1.16 0.33 0.031
C 0.23 -0.61 1.17 -0.354
O 0.46 0.71 1.49 0.034
C 0.40 1.31 0.22 -0.075
C 0.14 0.57 -0.87 -0.008
C -0.07 -0.94 -0.62 -0.168
C -0.93 -1.04 0.62 0.055
H 0.63 2.37 0.26 0.129
H 0.12 1.00 -1.86 0.110
H -0.21 -1.55 -1.53 0.139
H -1.92 -0.66 0.79 0.106
```

As for the energy relative to the best compared isomer or geometry (same formula, charge and spin): 115.4 kcal per mole. As for the largest force on an atom: 1.19 eV/Å. For the LUMO energy, the calculation gives 0.0159 Eh. The gap between HOMO and LUMO is 9.1 eV.

No. 4
One molecule with the formula C5H4O2, computed with the ωB97M-V functional and the def2-TZVPD basis.

```
11
Properties=species:S:1:pos:R:3:lowdin_charge:R:1
O 0.38 -1.84 -1.48 0.144
C 0.16 -0.96 -0.69 -0.314
C 0.53 -0.88 0.78 -0.156
C 0.04 0.41 1.39 0.092
C -0.40 1.23 0.22 -0.160
C -0.59 0.36 -1.01 -0.312
O -1.20 0.59 -2.02 0.147
H 0.10 -1.72 1.35 0.134
H 1.61 -0.98 0.95 0.141
H 0.55 1.79 0.10 0.162
H -1.17 1.99 0.41 0.122
```

As for the energy relative to the best compared isomer or geometry (same formula, charge and spin): 85.0 kcal per mole. As for the largest force on an atom: 0.68 eV/Å. For the LUMO energy (spin up / spin down), the calculation gives -0.0304 / -0.0304 Eh. The gap between HOMO and LUMO (spin up / spin down) is 8.0 / 8.0 eV.

No. 5
C5H4O2Yb as an isolated structure, computed with the ωB97M-V functional and the def2-TZVPD basis.

```
12
Properties=species:S:1:pos:R:3:lowdin_charge:R:1
O 1.33 1.69 -0.44 0.063
C 0.00 1.45 -0.14 -0.287
H 1.59 1.29 -1.28 0.109
H 0.00 0.37 -2.07 0.196
H -0.39 2.33 0.40 0.156
C -1.16 0.66 -0.59 -0.091
C -0.09 0.11 1.01 0.046
H 0.08 0.41 2.05 0.139
C -1.05 -0.22 -1.50 0.052
C 0.00 -1.16 0.60 -0.187
O 0.20 -2.33 0.72 -0.066
Yb -0.50 -4.60 1.24 1.870
```

As for the energy relative to the best compared isomer or geometry (same formula, charge and spin): 192.9 kcal per mole. As for the largest force on an atom: 5.51 eV/Å. For the LUMO energy (spin up / spin down), the calculation gives -0.3898 / -0.3898 Eh. As for the charge: +2. The gap between HOMO and LUMO (spin up / spin down) is 4.8 / 4.8 eV.

No. 6
One molecule with the formula C5H4O3, computed with the ωB97M-V functional and the def2-TZVPD basis.

```
12
Properties=species:S:1:pos:R:3:lowdin_charge:R:1
C 0.21 -0.69 0.65 -0.240
C 0.97 0.46 0.12 -0.300
C 0.18 1.72 0.12 0.003
C -1.14 1.37 0.18 0.023
C -1.17 -0.14 0.21 -0.193
H 0.67 -1.80 -0.84 0.021
H 0.12 -1.04 1.61 0.147
H 0.57 2.65 -0.51 0.172
H -1.75 2.31 -0.33 0.185
O 0.70 -1.81 0.01 0.098
O 2.12 0.32 -0.45 0.072
O -2.06 -0.81 -0.53 0.013
```

As for the energy relative to the best compared isomer or geometry (same formula, charge and spin): 102.8 kcal per mole. As for the largest force on an atom: 8.27 eV/Å. For the LUMO energy, the calculation gives -0.0411 Eh. The gap between HOMO and LUMO is 9.1 eV.

No. 7
C5H4O3 as an isolated structure, computed with the ωB97M-V functional and the def2-TZVPD basis.

```
12
Properties=species:S:1:pos:R:3:lowdin_charge:R:1
C -0.22 0.57 -1.01 -0.203
C -0.91 0.62 0.36 -0.092
C -0.09 -1.01 -0.50 -0.128
C 0.73 -0.97 0.80 -0.126
C 0.20 0.22 1.35 -0.204
H -1.72 1.35 0.68 0.173
H -0.33 -1.94 -0.95 0.141
H 1.12 -1.85 1.43 0.180
H 0.18 0.40 2.55 0.203
O 0.13 1.14 -2.00 0.162
O -1.40 -0.78 0.03 -0.075
O 1.58 0.32 0.75 -0.030
```

As for the energy relative to the best compared isomer or geometry (same formula, charge and spin): 120.2 kcal per mole. As for the largest force on an atom: 4.08 eV/Å. For the LUMO energy, the calculation gives 0.0279 Eh. The gap between HOMO and LUMO is 10.8 eV.

No. 8
One molecule with the formula C5H4OS, computed with the ωB97M-V functional and the def2-TZVPD basis.

```
11
Properties=species:S:1:pos:R:3:lowdin_charge:R:1
C 2.04 -0.64 0.00 0.050
C 0.71 -0.42 -0.02 -0.598
C -1.86 -0.42 -0.08 -0.707
C -1.26 0.88 -0.04 -0.060
C 0.08 0.84 0.04 -0.114
H 2.70 0.22 -0.07 0.074
H 2.43 -1.63 -0.02 0.055
H -1.87 1.75 0.00 0.117
H 0.66 1.75 0.15 0.128
O -3.05 -0.69 0.03 0.009
S -0.58 -1.65 0.01 1.046
```

As for the energy relative to the best compared isomer or geometry (same formula, charge and spin): 8.9 kcal per mole. As for the largest force on an atom: 3.21 eV/Å. For the LUMO energy, the calculation gives -0.0257 Eh. The gap between HOMO and LUMO is 8.5 eV.